{"formula": "C3H6N2OS", "method": "wB97M-V/def2-TZVPD", "species": ["H", "N", "C", "N", "C", "O", "S", "C", "H", "H", "H", "H", "H"], "coordinates": [[-2.299172, -1.897033, 0.253153], [-1.384507, -1.462980, 0.042831], [-1.487887, -0.178989, -0.084184], [-0.364805, 0.613331, -0.314499], [-0.255680, 1.916299, 0.178494], [0.681444, 2.662434, -0.068731], [0.883632, -0.036819, -1.348622], [1.799460, -0.943680, -0.076770], [-2.451566, 0.393391, 0.000139], [-1.094564, 2.154008, 0.896901], [2.316986, -0.197155, 0.512143], [2.565429, -1.547635, -0.545632], [1.091231, -1.475172, 0.554775]], "forces_ev_per_a": [[0.54, 0.49, -0.35], [-0.69, 1.83, -0.11], [-1.02, -1.69, 0.91], [0.77, 0.17, -0.91], [0.97, 0.54, -0.04], [-1.74, -1.13, 0.55], [-0.38, 0.00, 0.49], [-0.09, 0.88, 0.23], [0.87, -0.47, 0.10], [0.56, 0.03, -0.68], [0.15, 0.10, 0.28], [-0.16, -0.39, -0.18], [0.21, -0.36, -0.29]], "homo_lumo_gap_ev": 9.794, "multiplicity": 1, "energy_ha": -700.82005, "max_force_ev_per_a": 2.17, "homo_energy_ev": -9.12, "charge": 0, "smiles": "[H]/N=C/N(C=O)SC"}

---

{"formula": "C22H44BrCl14O6PS2", "method": "wB97M-V/def2-TZVPD", "species": ["C", "C", "C", "Br", "C", "C", "S", "C", "O", "O", "C", "P", "O", "C", "O", "S", "O", "O", "H", "H", "H", "H", "H", "H", "H", "H", "H", "H", "H", "H", "H", "H", "H", "H", "Cl", "C", "C", "Cl", "H", "H", "H", "H", "Cl", "C", "C", "Cl", "H", "H", "H", "H", "Cl", "C", "C", "Cl", "H", "H", "H", "H", "Cl", "C", "C", "Cl", "H", "H", "H", "H", "Cl", "C", "C", "Cl", "H", "H", "H", "H", "Cl", "C", "C", "Cl", "H", "H", "H", "H", "Cl", "C", "C", "Cl", "H", "H", "H", "H"], "coordinates": [[0.478281, 2.496875, -1.822008], [2.001716, 2.525202, -1.670241], [2.723294, 1.206783, -1.729354], [2.193218, 0.207184, -3.329137], [2.662200, 0.233424, -0.569806], [1.300980, -0.160590, 0.045900], [0.515666, 0.986507, 1.213146], [0.463332, 0.348986, 2.883580], [1.136694, 2.269238, 1.266942], [-0.839526, 1.077673, 0.794392], [1.530713, -1.501155, 0.722117], [1.427138, -2.855675, -0.491606], [0.107579, -2.955809, -1.110745], [2.850644, -1.555358, 1.489664], [3.293915, -0.260232, 1.941083], [3.849418, 0.625140, 0.724423], [5.056734, 0.035067, 0.301437], [3.951043, 1.981903, 1.047813], [0.204843, 3.041297, -2.703976], [0.084309, 1.505960, -1.936449], [0.026796, 3.002184, -0.995442], [2.355052, 3.077059, -2.522036], [2.300688, 3.107132, -0.823610], [3.761716, 1.415960, -1.889228], [3.039370, -0.689395, -0.955229], [0.601503, -0.356926, -0.745293], [0.895567, 1.114523, 3.495203], [-0.568923, 0.273904, 3.147076], [1.020130, -0.549849, 3.050494], [0.743579, -1.722838, 1.420351], [1.776777, -4.044912, 0.172140], [2.444541, -2.621323, -1.432180], [2.738057, -2.147960, 2.374054], [3.655239, -1.984576, 0.911209], [-1.806573, 6.761603, 0.776805], [-0.569047, 5.536108, 1.180153], [0.802972, 5.932496, 0.708752], [0.942007, 5.913688, -1.073221], [-0.881804, 4.589742, 0.748332], [-0.566875, 5.438771, 2.255777], [1.533543, 5.221646, 1.091535], [1.070562, 6.927971, 1.051547], [-1.690102, 3.539423, 3.447514], [-2.998210, 4.183273, 4.470779], [-2.542411, 4.429678, 5.883778], [-2.196253, 2.909174, 6.753859], [-3.823770, 3.481578, 4.434716], [-3.324788, 5.124009, 4.018486], [-3.328554, 4.939767, 6.436824], [-1.645024, 5.041000, 5.913526], [-4.354216, 0.881806, 3.329370], [-5.622912, 1.471371, 2.223021], [-5.063907, 2.257818, 1.065981], [-4.383514, 3.832861, 1.554557], [-6.323341, 2.064989, 2.804586], [-6.142157, 0.592441, 1.846246], [-5.863522, 2.470442, 0.357726], [-4.282329, 1.705546, 0.550618], [4.853803, -4.309481, -1.676335], [4.783257, -5.305221, -3.154891], [3.717702, -4.807707, -4.091595], [2.087575, -5.056340, -3.421234], [4.604083, -6.332903, -2.856575], [5.757908, -5.247728, -3.635043], [3.767839, -5.351681, -5.032853], [3.830768, -3.747267, -4.300794], [-1.477560, -6.787317, -8.280071], [-1.259966, -6.011091, -6.689797], [-0.053376, -5.112841, -6.655373], [1.469837, -6.031641, -6.749140], [-1.190421, -6.794932, -5.941436], [-2.155436, -5.424214, -6.496704], [-0.032270, -4.563286, -5.715279], [-0.064226, -4.399582, -7.474229], [-4.864067, 6.903143, 3.941208], [-6.249699, 7.523565, 3.007614], [-7.451907, 6.627949, 3.112073], [-7.179837, 5.071065, 2.289151], [-5.930083, 7.639182, 1.975664], [-6.493991, 8.504692, 3.409556], [-8.308806, 7.100287, 2.635136], [-7.700907, 6.416935, 4.147670], [1.817879, -7.992264, -0.808994], [2.960143, -9.311212, -0.448132], [4.344465, -9.026318, -0.965549], [4.411452, -9.056086, -2.748218], [2.559836, -10.226334, -0.874530], [2.989939, -9.417610, 0.634407], [5.032574, -9.790638, -0.610604], [4.701437, -8.055729, -0.631056]], "forces_ev_per_a": [[0.52, 0.19, 0.13], [-0.69, 0.02, -0.88], [0.01, 0.19, 0.27], [-0.04, -0.10, -0.09], [-1.19, 0.54, 0.87], [1.19, -0.46, 0.26], [-1.32, 1.27, 0.26], [0.65, 0.03, -0.18], [1.61, 0.38, 0.02], [-1.61, -0.97, -0.58], [0.61, -0.54, 0.45], [-0.03, -0.35, -0.46], [-1.18, 0.12, -0.43], [0.20, 0.05, -0.02], [-0.67, 0.71, -0.20], [0.69, -0.50, -0.79], [1.42, -1.38, -0.64], [-0.86, 1.50, 1.01], [-0.22, 0.25, -0.53], [-0.32, -0.50, 0.14], [-0.47, 0.03, 0.51], [0.49, 0.29, -0.40], [0.26, 0.01, 0.77], [0.66, -0.01, -0.20], [0.53, -0.53, -0.18], [-0.74, 0.50, -0.35], [0.38, 0.52, 0.20], [-0.71, -0.32, -0.06], [0.07, -0.45, 0.10], [-0.64, -0.12, 0.09], [0.49, 0.20, 0.26], [0.34, -0.02, 0.30], [0.03, -0.27, 0.55], [0.35, -0.24, -0.30], [-0.03, 0.00, -0.01], [0.12, 0.07, -0.24], [0.09, -0.04, 0.05], [0.02, 0.09, -0.01], [-0.05, -0.01, -0.02], [0.06, 0.05, 0.12], [-0.04, -0.08, -0.02], [-0.03, 0.06, -0.07], [0.12, -0.29, 0.33], [0.01, 0.25, 0.01], [-0.01, 0.07, 0.00], [0.03, -0.01, 0.02], [-0.02, -0.11, -0.03], [0.24, -0.36, 0.09], [-0.06, -0.03, 0.00], [0.07, -0.04, 0.00], [0.02, 0.05, 0.04], [-0.10, 0.00, -0.02], [0.03, 0.02, -0.16], [0.21, -0.26, -0.28], [0.04, 0.05, 0.06], [0.02, -0.02, -0.04], [-0.05, 0.00, 0.02], [0.07, 0.00, 0.06], [0.13, 0.03, 0.19], [0.01, -0.05, -0.10], [0.00, -0.02, -0.16], [-0.09, 0.10, 0.11], [-0.08, -0.01, 0.04], [0.02, 0.10, 0.02], [-0.05, -0.07, 0.01], [0.00, 0.04, 0.05], [0.00, -0.03, -0.01], [-0.08, 0.00, 0.05], [0.00, 0.17, 0.13], [0.05, -0.06, -0.16], [0.04, -0.06, -0.02], [0.00, 0.05, -0.02], [0.01, -0.05, 0.05], [0.02, -0.04, -0.08], [-0.18, 0.21, -0.01], [-0.03, 0.22, -0.07], [-0.17, -0.10, 0.01], [-0.36, 0.14, 0.12], [0.07, -0.07, -0.01], [0.02, 0.01, 0.06], [0.04, 0.04, -0.03], [0.02, -0.03, 0.05], [0.03, 0.02, -0.04], [-0.08, -0.04, 0.11], [0.09, -0.01, 0.06], [0.00, 0.00, -0.02], [-0.03, 0.01, -0.07], [0.04, 0.03, 0.02], [-0.01, -0.05, -0.01], [-0.03, 0.06, -0.04]], "homo_lumo_gap_ev": 10.214, "multiplicity": 1, "energy_ha": -11470.51462, "max_force_ev_per_a": 2.08, "homo_energy_ev": -9.95, "charge": 0, "smiles": "CC[C@H](Br)[C@@H]1[C@H](S(C)(=O)=O)[C@@H]([PH2]=O)COS1(=O)=O.ClCCCl.ClCCCl.ClCCCl.ClCCCl.ClCCCl.ClCCCl.ClCCCl"}